Entry 1:
{
  "formula": "C25H48LaOP4",
  "method": "ωB97M-V/def2-TZVPD",
  "de_lowest_kcal_mol": 0.0,
  "charge": 3,
  "elements": ["La", "P", "P", "P", "P", "O", "C", "C", "C", "C", "C", "C", "C", "C", "C", "C", "C", "C", "C", "C", "C", "C", "C", "C", "C", "C", "C", "C", "C", "C", "C", "H", "H", "H", "H", "H", "H", "H", "H", "H", "H", "H", "H", "H", "H", "H", "H", "H", "H", "H", "H", "H", "H", "H", "H", "H", "H", "H", "H", "H", "H", "H", "H", "H", "H", "H", "H", "H", "H", "H", "H", "H", "H", "H", "H", "H", "H", "H", "H"],
  "positions_angstrom": [[1.22, -0.11, -0.04], [0.10, -2.55, 1.28], [2.20, -1.30, -2.46], [-1.63, -0.06, -0.93], [1.02, 2.56, -1.26], [3.27, 0.51, 0.89], [-0.74, -1.52, 2.58], [5.65, 0.71, 0.36], [-1.34, -4.44, -0.25], [0.32, 3.73, -0.03], [6.79, 1.54, 0.31], [-2.91, -1.30, -0.48], [0.14, 3.00, -2.82], [-2.58, 1.48, -0.62], [0.69, 2.52, 4.08], [1.39, -3.44, 2.24], [4.48, 1.29, 0.86], [-2.72, -5.49, 1.95], [-0.63, 2.52, 3.79], [-1.09, -3.93, 1.04], [-2.98, -5.97, 0.67], [-2.27, -5.46, -0.43], [2.21, -0.54, -4.12], [2.66, 3.31, -1.62], [5.54, 3.36, 1.31], [4.01, -1.55, -2.26], [-1.63, -0.20, -2.77], [1.72, -2.99, -2.91], [6.72, 2.86, 0.77], [4.39, 2.57, 1.37], [-1.75, -4.50, 2.15], [3.45, -0.23, 1.51], [-1.53, -0.89, 2.14], [2.89, -1.11, -4.76], [2.52, 4.32, -2.07], [-1.20, -2.19, 3.32], [7.74, 1.14, -0.05], [1.55, -4.44, 1.82], [-0.95, 2.93, -2.70], [-0.72, 3.98, -0.29], [-0.01, -0.87, 3.08], [-3.29, -5.88, 2.81], [1.36, 3.35, 3.81], [-3.72, -6.76, 0.51], [-3.09, -1.29, 0.60], [-1.11, 3.39, 3.32], [1.17, 1.67, 4.58], [1.09, -3.53, 3.30], [3.44, 2.91, 1.80], [-2.45, -5.85, -1.43], [-3.59, 1.38, -1.04], [-2.66, 1.63, 0.47], [0.41, 4.03, -3.12], [2.33, -2.87, 2.17], [2.55, 0.50, -4.05], [3.27, 3.38, -0.70], [-1.31, 1.74, 4.15], [3.19, 2.67, -2.34], [1.47, -3.56, -2.01], [-1.11, -1.12, -3.07], [1.20, -0.55, -4.55], [2.58, -3.45, -3.41], [-1.52, -4.18, 3.17], [4.20, -2.03, -1.30], [0.46, 2.31, -3.61], [5.66, -0.34, 0.04], [-2.59, -2.31, -0.77], [-3.84, -1.05, -1.00], [-2.08, 2.35, -1.05], [7.63, 3.47, 0.75], [4.41, -2.18, -3.07], [-2.67, -0.23, -3.12], [5.51, 4.37, 1.72], [-1.12, 0.66, -3.23], [-0.79, -4.02, -1.10], [4.50, -0.57, -2.27], [0.85, -2.98, -3.58], [0.31, 3.29, 0.98], [0.91, 4.66, 0.01]]
}

=====

Entry 2:
{
  "formula": "C25H48N3O4PdS2Si2",
  "method": "ωB97M-V/def2-TZVPD",
  "de_lowest_kcal_mol": 54.7,
  "charge": 1,
  "elements": ["Pd", "S", "S", "Si", "Si", "O", "O", "O", "O", "N", "N", "N", "C", "C", "C", "C", "C", "C", "C", "C", "C", "C", "C", "C", "C", "C", "C", "C", "C", "C", "C", "C", "C", "C", "C", "C", "C", "H", "H", "H", "H", "H", "H", "H", "H", "H", "H", "H", "H", "H", "H", "H", "H", "H", "H", "H", "H", "H", "H", "H", "H", "H", "H", "H", "H", "H", "H", "H", "H", "H", "H", "H", "H", "H", "H", "H", "H", "H", "H", "H", "H", "H", "H", "H", "H"],
  "positions_angstrom": [[-0.16, -0.99, -0.46], [-2.01, 0.30, 1.07], [1.23, -0.38, -2.25], [0.68, -3.98, 0.76], [-1.45, -3.41, -1.74], [1.98, -0.65, 3.50], [1.73, -0.87, 1.23], [-2.34, 0.72, -0.26], [-1.75, -1.13, 1.23], [-0.60, 1.16, 1.47], [2.47, 1.39, -0.73], [0.60, 2.14, -1.95], [1.45, 4.44, -2.49], [0.53, 3.57, -1.64], [-1.07, -4.95, -2.73], [-6.36, 1.91, 4.89], [2.53, -3.87, 0.97], [-0.26, -3.58, 2.33], [-4.90, 0.17, 3.81], [4.21, 2.28, 0.74], [-4.59, 2.47, 3.19], [0.13, -2.98, -0.75], [1.46, 1.21, -1.57], [-5.26, 1.51, 3.95], [1.68, -0.62, 2.37], [-3.58, 2.11, 2.32], [5.36, 2.73, -0.18], [-2.92, -3.64, -0.61], [1.10, 4.50, -3.98], [-0.01, 0.87, 2.56], [5.43, 2.01, -1.52], [-1.84, -2.04, -2.97], [-3.23, 0.77, 2.21], [-3.88, -0.21, 2.95], [1.60, 3.31, -4.80], [0.28, -5.76, 0.29], [2.82, 2.49, 0.16], [-0.18, -4.46, 2.98], [-6.69, 2.93, 4.71], [-0.51, 0.31, 3.35], [-2.68, -2.38, -3.57], [5.27, 3.81, -0.34], [2.48, 4.11, -2.37], [-3.69, -4.21, -1.14], [-1.01, -1.86, -3.65], [-0.11, 1.78, -2.58], [-2.13, -1.10, -2.51], [1.54, 5.41, -4.39], [2.84, -4.38, 1.89], [0.66, -6.41, 1.08], [2.95, 0.52, -0.55], [-3.35, -2.69, -0.31], [2.08, 2.54, 0.96], [2.78, 3.44, -0.39], [6.30, 2.34, -2.08], [-5.42, -0.58, 4.39], [-7.21, 1.24, 4.80], [0.02, 4.62, -4.10], [-0.51, 3.86, -1.81], [0.76, -6.06, -0.64], [2.91, -2.85, 1.02], [1.40, 5.45, -2.07], [5.51, 0.93, -1.39], [1.38, 3.46, -5.86], [-3.07, 2.86, 1.73], [3.04, -4.37, 0.14], [-2.68, -4.20, 0.30], [4.55, 2.21, -2.14], [4.27, 2.83, 1.68], [4.34, 1.23, 1.00], [-0.05, -4.96, -3.11], [1.14, 2.37, -4.50], [-1.31, -3.38, 2.16], [2.68, 3.20, -4.70], [6.29, 2.59, 0.36], [0.71, 3.71, -0.58], [-0.79, -5.94, 0.21], [-4.86, 3.51, 3.28], [-1.74, -4.98, -3.59], [0.99, -3.02, -1.44], [0.17, -2.75, 2.90], [-3.60, -1.25, 2.85], [-1.23, -5.87, -2.17], [-6.01, 1.85, 5.92], [0.73, 1.59, 2.90]]
}

=====

Entry 3:
{
  "formula": "C25H48N3O4PdS2Si2",
  "method": "ωB97M-V/def2-TZVPD",
  "de_lowest_kcal_mol": 0.0,
  "charge": 1,
  "elements": ["Pd", "S", "S", "Si", "Si", "O", "O", "O", "O", "N", "N", "N", "C", "C", "C", "C", "C", "C", "C", "C", "C", "C", "C", "C", "C", "C", "C", "C", "C", "C", "C", "C", "C", "C", "C", "C", "C", "H", "H", "H", "H", "H", "H", "H", "H", "H", "H", "H", "H", "H", "H", "H", "H", "H", "H", "H", "H", "H", "H", "H", "H", "H", "H", "H", "H", "H", "H", "H", "H", "H", "H", "H", "H", "H", "H", "H", "H", "H", "H", "H", "H", "H", "H", "H", "H"],
  "positions_angstrom": [[0.31, 0.26, -0.84], [1.54, -0.13, 1.86], [-1.58, 0.47, -2.08], [2.15, 1.90, -2.72], [2.30, -1.41, -2.64], [2.06, -0.11, 0.50], [-0.74, 3.10, 0.72], [1.15, 4.32, 1.24], [0.14, -0.44, 2.03], [-2.51, 0.42, 0.41], [1.69, 1.46, 2.35], [-3.60, 1.82, -1.10], [-3.35, -1.35, 2.70], [4.65, -2.19, 3.25], [2.43, -1.85, -4.46], [2.54, -1.17, 2.83], [-4.90, 1.99, -0.44], [-6.48, 0.72, -2.03], [3.22, 1.87, -4.26], [1.31, 0.21, -2.59], [2.00, -1.73, 3.98], [4.14, -2.78, 4.41], [4.02, -1.25, -1.92], [-5.43, -0.06, -2.82], [-2.92, 0.98, 1.71], [3.86, -1.39, 2.45], [2.81, -2.54, 4.76], [0.85, 3.23, -2.91], [1.38, -2.77, -1.73], [-6.02, 2.07, -1.47], [-3.87, 0.08, 2.50], [5.01, -3.64, 5.27], [0.21, 3.70, 0.98], [2.52, 1.79, 3.25], [-3.81, -2.32, 1.61], [-2.64, 0.95, -0.80], [3.22, 2.29, -1.23], [5.59, -4.34, 4.66], [3.98, -0.94, -0.87], [4.03, 1.13, -4.18], [-3.33, 1.97, 1.54], [1.31, 4.21, -3.05], [4.53, -2.22, -1.97], [1.36, -2.58, -0.65], [-5.06, 1.14, 0.22], [-3.41, -3.32, 1.79], [3.16, 1.08, 3.77], [3.96, 1.51, -1.05], [-4.90, -2.40, 1.60], [-4.01, 0.57, 3.46], [-1.88, -0.37, 0.46], [2.90, -1.04, -5.03], [5.73, -3.03, 5.82], [0.21, 3.03, -3.77], [-3.51, 2.23, -2.01], [4.43, -4.21, 5.99], [-4.99, 0.55, -3.61], [3.69, 2.84, -4.42], [1.86, -3.73, -1.90], [1.44, -2.03, -4.89], [3.75, 3.23, -1.40], [-7.34, 0.90, -2.68], [-4.62, -0.43, -2.18], [2.63, 2.40, -0.32], [-4.89, 2.90, 0.17], [2.63, 1.63, -5.14], [-5.88, -0.93, -3.29], [-5.72, 2.73, -2.29], [-6.85, 0.10, -1.21], [-2.00, 1.12, 2.28], [-6.87, 2.55, -0.99], [4.63, -0.53, -2.46], [3.03, -2.75, -4.60], [-2.26, -1.34, 2.76], [-3.50, -2.01, 0.61], [-3.70, -1.72, 3.66], [2.40, -3.00, 5.65], [0.61, 0.17, -3.43], [5.68, -2.38, 2.97], [-4.85, 0.05, 2.02], [2.60, 2.85, 3.49], [0.21, 3.28, -2.03], [4.25, -0.95, 1.55], [0.35, -2.84, -2.08], [0.96, -1.56, 4.24]]
}

=====

Entry 4:
{
  "formula": "C25H49Al2BBr3Cl3F4LiN3O9",
  "method": "ωB97M-V/def2-TZVPD",
  "total_energy_ha": -11842.606585,
  "elements": ["Br", "Br", "Br", "Cl", "Cl", "Cl", "Al", "Al", "F", "F", "F", "F", "O", "O", "O", "O", "O", "O", "O", "O", "O", "N", "N", "N", "C", "C", "C", "C", "C", "C", "C", "C", "C", "C", "C", "C", "C", "C", "C", "C", "C", "C", "C", "C", "C", "C", "C", "C", "C", "B", "Li", "H", "H", "H", "H", "H", "H", "H", "H", "H", "H", "H", "H", "H", "H", "H", "H", "H", "H", "H", "H", "H", "H", "H", "H", "H", "H", "H", "H", "H", "H", "H", "H", "H", "H", "H", "H", "H", "H", "H", "H", "H", "H", "H", "H", "H", "H", "H", "H", "H"],
  "positions_angstrom": [[-2.23, -9.86, -5.80], [-3.37, -8.54, -8.46], [-0.32, -8.15, -7.69], [0.28, 5.78, 2.47], [0.16, 2.76, -0.52], [-1.34, -5.98, -0.36], [4.34, 1.37, 7.97], [6.33, 9.12, 4.90], [3.40, 1.26, 6.55], [5.06, -0.09, 8.33], [3.33, 1.87, 9.23], [5.50, 2.58, 7.71], [2.02, 6.17, -1.10], [0.04, 3.99, 7.71], [-3.17, -5.64, -5.52], [3.18, 6.50, 0.61], [0.88, 3.70, 5.63], [4.21, 5.96, -1.27], [2.26, -13.30, -7.42], [3.89, 4.86, 3.76], [2.08, -12.37, -5.36], [-2.66, -1.15, -3.39], [-3.88, -6.75, -3.65], [-5.38, -5.65, -5.00], [-2.12, 0.27, -1.54], [1.00, 1.57, 2.99], [2.15, 2.22, 2.22], [0.22, 4.43, 6.62], [-1.36, -1.82, -3.81], [-0.23, 5.78, 6.14], [-1.51, 4.82, 0.18], [-2.10, -8.38, -7.03], [0.28, 2.46, 5.37], [-2.66, 0.31, -3.87], [0.65, 4.43, 1.43], [4.40, 7.16, 4.25], [1.95, -12.45, -6.58], [-4.07, -6.00, -4.75], [-1.68, -4.00, -2.48], [-2.69, 1.18, -2.62], [-3.85, -1.85, -3.95], [3.19, 6.20, -0.62], [1.23, -11.19, -7.22], [-1.43, -3.33, -3.83], [1.18, 1.54, 4.54], [4.45, 5.70, 4.74], [3.73, 5.53, 6.06], [-2.73, -1.07, -1.88], [-0.22, 4.12, 0.49], [2.01, 3.68, 1.68], [-1.30, 1.82, 3.50], [-3.79, -1.11, -1.60], [-2.95, -7.05, -3.41], [-1.77, 4.71, -0.87], [-3.53, 0.45, -4.51], [1.02, 0.53, 4.91], [4.90, 7.81, 5.00], [0.06, 1.96, 6.31], [-2.21, -1.92, -1.46], [-2.11, 2.09, -2.75], [-3.92, -2.84, -3.50], [0.92, 0.53, 2.66], [-3.71, 1.47, -2.37], [0.97, -10.47, -6.45], [-1.44, 5.87, 0.43], [-4.73, -1.27, -3.70], [-1.63, -5.07, -2.59], [4.19, 6.12, 6.85], [-3.74, -1.94, -5.03], [-1.77, 0.47, -4.46], [2.21, 1.80, 4.80], [-6.14, -5.93, -4.42], [-0.93, -3.72, -1.74], [-1.03, 0.22, -1.61], [2.69, 5.83, 5.97], [-0.46, -3.67, -4.22], [-2.31, 4.39, 0.78], [3.75, 4.49, 6.35], [3.00, 2.28, 2.91], [-1.00, 5.68, 5.38], [-2.17, -3.69, -4.54], [-1.11, -1.44, -4.80], [2.47, 1.54, 1.42], [3.02, 4.27, 1.48], [-5.56, -5.12, -5.83], [3.38, 7.52, 4.11], [4.92, 7.27, 3.29], [-4.63, -7.04, -3.06], [-0.59, -1.47, -3.12], [5.49, 5.38, 4.81], [2.94, 5.03, 3.68], [1.90, -10.73, -7.95], [-2.36, -7.49, -6.47], [-0.56, 6.38, 6.98], [-2.37, 0.58, -0.53], [0.05, 2.06, 2.72], [0.61, 6.28, 5.65], [-0.73, 2.68, 4.92], [0.33, -11.53, -7.73], [-2.66, -3.77, -2.07]]
}

=====

Entry 5:
{
  "formula": "C25H49BN6O4PS",
  "method": "ωB97M-V/def2-TZVPD",
  "total_energy_ha": -2375.654584,
  "smiles": "CCB(O)N(C1=[N+](N(C)C(C)=O)CO[C@@H](CCCCCCCSc2nnco2)N1CC(C)C)P(CC)CC",
  "charge": 1,
  "elements": ["S", "P", "O", "O", "O", "O", "N", "N", "N", "N", "N", "N", "C", "C", "C", "C", "C", "C", "C", "C", "C", "C", "C", "C", "C", "C", "C", "C", "C", "C", "C", "C", "C", "C", "C", "C", "C", "B", "H", "H", "H", "H", "H", "H", "H", "H", "H", "H", "H", "H", "H", "H", "H", "H", "H", "H", "H", "H", "H", "H", "H", "H", "H", "H", "H", "H", "H", "H", "H", "H", "H", "H", "H", "H", "H", "H", "H", "H", "H", "H", "H", "H", "H", "H", "H", "H", "H"],
  "positions_angstrom": [[-5.78, -2.71, -2.36], [0.52, 1.38, 3.07], [-0.69, -0.37, -1.77], [-7.32, -1.01, -0.98], [3.12, -0.93, 1.74], [-2.25, -2.11, 0.20], [-0.66, 0.44, 0.50], [-5.82, -1.99, 0.27], [-1.33, -0.39, 1.43], [-6.56, -1.13, 1.06], [1.38, 0.08, -0.61], [1.36, 0.68, 1.65], [-1.43, -1.77, 0.98], [0.43, -1.42, -3.94], [4.37, 1.38, 3.62], [-0.45, -2.71, 1.61], [-6.28, -1.89, -0.92], [-1.76, -2.43, -4.85], [3.35, 1.31, -1.79], [0.70, 0.41, 0.55], [0.58, -0.87, -1.42], [1.23, 3.07, 3.30], [1.85, 1.27, -1.38], [0.06, 4.03, 3.52], [1.01, 0.30, 4.47], [-2.67, -1.20, -4.64], [-1.21, 0.55, -0.84], [4.02, 2.64, -1.40], [1.45, 1.07, 5.72], [-4.11, -1.51, -4.23], [-7.43, -0.60, 0.28], [1.29, -1.37, -2.68], [3.91, 1.48, 2.12], [4.20, 0.12, -1.35], [-0.58, -2.57, -3.90], [-4.21, -1.85, -2.74], [-2.59, 0.19, 1.92], [2.83, 0.39, 1.81], [-2.38, -3.33, -4.77], [3.90, 0.55, 4.14], [-0.98, -2.65, -2.88], [1.59, -2.40, -2.48], [1.65, 2.16, -0.79], [1.23, 1.36, -2.27], [1.89, 3.10, 4.16], [4.17, 2.30, 4.15], [1.53, 0.38, 6.56], [4.78, 1.29, 1.51], [-0.07, -3.52, -4.08], [0.12, -0.27, 4.71], [5.44, 1.18, 3.66], [2.44, 1.51, 5.58], [1.13, -1.62, -4.76], [1.78, -0.43, 4.20], [4.63, 3.00, -2.22], [1.78, 3.39, 2.41], [0.73, 1.84, 5.97], [-3.39, -2.49, -2.41], [-1.04, 1.57, -1.20], [3.66, -0.82, -1.32], [-4.70, -0.61, -4.39], [-3.45, -0.32, 1.48], [-0.70, 3.87, 2.75], [3.36, 1.30, -2.88], [-8.20, 0.10, 0.54], [-2.22, -0.50, -3.93], [-2.65, 0.12, 3.00], [-2.29, 0.40, -0.79], [-0.44, 3.85, 4.47], [-1.39, -2.43, -5.88], [4.68, 0.32, -0.39], [2.21, -0.83, -2.87], [-2.73, -0.67, -5.59], [-0.89, -3.70, 1.69], [4.03, -1.14, 2.01], [0.44, -1.74, -0.78], [-0.04, -0.47, -4.17], [-4.52, -2.31, -4.85], [3.52, 2.48, 1.93], [4.69, 2.53, -0.55], [-4.18, -0.95, -2.14], [5.01, 0.00, -2.06], [-2.65, 1.23, 1.61], [3.29, 3.43, -1.20], [0.50, -2.73, 1.08], [0.39, 5.06, 3.44], [-0.22, -2.36, 2.62]]
}